Entry 1:
C3H9NS | the ωB97M-V functional and the def2-TZVPD basis

The geometry in ORCA input format:
```
! RIJCOSX wB97M-V def2-TZVPD def2/J DEFGRID3
* xyz -1 2
C 2.8115 -0.0052 0.4523
N 2.5518 -1.0073 -0.3211
H 2.8873 0.9929 0.0106
H 2.7183 -0.1467 1.5182
H -0.0244 -0.4609 0.5832
H 3.3962 -1.4527 -0.6492
C -2.3231 -0.9476 -0.6274
C -1.8970 0.5566 -0.5736
S -0.4324 0.7771 0.5442
H -1.5777 -1.5737 0.0542
H -2.1744 -1.5027 -1.5595
H -3.3405 -1.2611 -0.2533
H -2.8046 1.2247 -0.1950
H -1.5734 1.1758 -1.4764
*
```

Output
* energy: -572.48908 Eh
* LUMO level (alpha / beta): 3.6 / 3.6 eV
* energy relative to the best compared isomer or geometry (same formula, charge and spin): 88.2 kcal per mole
* highest occupied orbital energy (alpha / beta): -0.10 / -1.26 eV
* Kohn-Sham gap (alpha / beta): 3.7 / 4.9 eV
* <S²>: 0.753

---

Entry 2:
C31H34GeN3P2PtS3SbSe3 | the ωB97M-V functional and the def2-TZVPD basis

The geometry in ORCA input format:
```
! RIJCOSX wB97M-V def2-TZVPD def2/J DEFGRID3
* xyz -1 4
Pt 2.8522 -0.6677 2.4890
Se -2.1118 -1.4477 -2.8161
P -0.2562 -0.4433 -2.8263
C -0.4618 1.2567 -3.4155
C -0.2721 1.5565 -4.7555
C -0.5418 2.8333 -5.2286
C -1.0034 3.8093 -4.3620
C -1.1947 3.5086 -3.0182
C -0.9255 2.2387 -2.5463
C 0.9710 -1.1870 -3.9500
C 2.2617 -0.6620 -4.0195
C 3.1989 -1.2448 -4.8534
C 2.8559 -2.3504 -5.6234
C 1.5726 -2.8666 -5.5614
C 0.6284 -2.2837 -4.7273
C 0.6593 -0.2366 -1.2855
C 0.8425 -0.8813 -0.0647
N 1.7826 -0.1802 0.5878
N 2.1650 0.8257 -0.1691
N 1.5040 0.8175 -1.2986
P 0.0816 -2.2288 0.8459
Se 1.4145 -3.0639 2.2754
C -0.4539 -3.4340 -0.3792
C -1.7069 -4.0287 -0.3084
C -2.0555 -5.0128 -1.2192
C -1.1516 -5.4105 -2.1920
C 0.1077 -4.8303 -2.2515
C 0.4579 -3.8406 -1.3501
C -1.4010 -1.5211 1.6210
C -2.2779 -0.7379 0.8719
C -3.3820 -0.1650 1.4790
C -3.6185 -0.3673 2.8332
C -2.7472 -1.1464 3.5787
C -1.6357 -1.7199 2.9769
H 0.0907 0.7954 -5.4360
H -0.3867 3.0613 -6.2743
H -1.2099 4.8054 -4.7287
H -1.5467 4.2701 -2.3368
H -1.0603 2.0129 -1.4967
H 2.5316 0.1862 -3.4035
H 4.2023 -0.8437 -4.8928
H 3.5927 -2.8081 -6.2698
H 1.3034 -3.7270 -6.1587
H -0.3791 -2.6745 -4.6638
H -2.4161 -3.7148 0.4460
H -3.0359 -5.4665 -1.1703
H -1.4292 -6.1729 -2.9062
H 0.8160 -5.1393 -3.0081
H 1.4438 -3.3917 -1.3928
H -2.1096 -0.5815 -0.1862
H -4.0581 0.4428 0.8910
H -4.4760 0.0890 3.3071
H -2.9265 -1.3075 4.6345
H -0.9344 -2.3084 3.5538
S 5.2434 1.8631 5.2788
Sb 5.6527 -0.0852 4.0991
S 3.8635 -1.5728 4.5186
S 5.0443 0.2700 1.8390
C -0.2212 4.3937 4.2669
Ge -0.9863 2.6634 3.7994
C -2.6224 2.9494 2.7752
C -1.3635 1.6422 5.4159
C 0.2649 1.6160 2.7345
Se 2.0404 1.4781 3.5427
C 2.8784 2.8861 2.5015
H -0.8601 4.8879 4.9973
H -0.1448 5.0329 3.3892
H 0.7710 4.2749 4.7023
H -3.3526 3.4877 3.3759
H -3.0558 1.9992 2.4712
H -2.4149 3.5342 1.8817
H -1.8339 2.2654 6.1754
H -0.4385 1.2435 5.8286
H -2.0261 0.8076 5.1882
H 0.3888 1.9945 1.7189
H -0.1000 0.5865 2.6578
H 2.3230 3.8085 2.6656
H 2.8820 2.5882 1.4558
H 3.8970 2.9704 2.8758
*
```

Output
* energy: -12884.16500 Eh
* LUMO level (alpha / beta): 2.1 / 0.9 eV
* energy relative to the best compared isomer or geometry (same formula, charge and spin): 0.0 kcal per mole
* highest occupied orbital energy (alpha / beta): -3.42 / -4.75 eV
* Kohn-Sham gap (alpha / beta): 5.6 / 5.7 eV
* <S²>: 3.772

---

Entry 3:
C6H11O | the ωB97M-V functional and the def2-TZVPD basis

The geometry in ORCA input format:
```
! RIJCOSX wB97M-V def2-TZVPD def2/J DEFGRID3
* xyz 1 1
C 3.0449 0.2884 -0.4675
C 1.8931 -0.1736 0.0845
C -1.5733 -0.7250 -0.7276
C -1.8697 0.4664 0.2106
C -0.2026 -1.1222 -0.4592
C -0.4208 1.1786 0.3813
O 0.5758 0.0825 -0.5038
H 3.9929 0.1398 0.0045
H 2.9127 0.8918 -1.3340
H 1.8034 -0.9423 0.7228
H -2.3710 -1.5126 -0.5472
H -1.8662 -0.3245 -1.7323
H -2.6817 1.2571 -0.0817
H -1.9124 0.0386 1.1954
H -0.0987 -1.6586 0.5317
H 0.2252 -1.6538 -1.4038
H -0.2326 2.0624 -0.1879
H -0.0119 1.2123 1.3282
*
```

Output
* energy: -310.07025 Eh
* LUMO level: -3.5 eV
* energy relative to the best compared isomer or geometry (same formula, charge and spin): 46.9 kcal per mole
* highest occupied orbital energy: -14.85 eV
* Kohn-Sham gap: 11.3 eV

---

Entry 4:
C46H29F4N5O4P2S3Zr | the ωB97M-V functional and the def2-TZVPD basis

The geometry in ORCA input format:
```
! RIJCOSX wB97M-V def2-TZVPD def2/J DEFGRID3
* xyz 0 1
Zr -0.0160 -0.6957 -1.8189
S -2.2421 -2.4701 -1.8446
P -1.9472 -2.2956 0.1242
C -0.3398 -1.6047 0.4020
P -0.4353 0.0177 1.0848
S -1.2162 1.2480 -0.2923
C -1.3605 0.2865 2.6422
C -2.0798 1.4565 2.8456
C -2.7570 1.6438 4.0374
C -2.7140 0.6672 5.0177
C -1.9893 -0.4972 4.8173
C -1.3053 -0.6880 3.6306
C 1.2684 0.4033 1.5898
C 2.0148 -0.6422 2.1210
C 3.2751 -0.3938 2.6296
C 3.7909 0.8919 2.5927
C 3.0568 1.9290 2.0404
C 1.7886 1.6889 1.5430
C -3.3660 -1.4016 0.8384
C -3.7915 -1.6519 2.1372
C -4.7823 -0.8601 2.6872
C -5.3355 0.1754 1.9509
C -4.9292 0.4056 0.6463
C -3.9480 -0.3892 0.0843
C -2.0016 -3.9538 0.8540
C -0.8796 -4.5185 1.4399
C -0.9468 -5.8095 1.9354
C -2.1249 -6.5315 1.8286
C -3.2412 -5.9688 1.2275
C -3.1824 -4.6775 0.7417
H -2.1163 2.2043 2.0667
H -3.3139 2.5537 4.2029
H -3.2513 0.8117 5.9416
H -1.9608 -1.2558 5.5854
H -0.7455 -1.5961 3.4463
H 1.5981 -1.6410 2.1351
H 3.8439 -1.2019 3.0692
H 4.7758 1.0801 2.9927
H 3.4782 2.9214 2.0016
H 1.2072 2.4910 1.1093
H -3.3497 -2.4606 2.7053
H -5.1129 -1.0429 3.6993
H -6.0946 0.7991 2.3977
H -5.3695 1.2056 0.0724
H -3.6360 -0.2418 -0.9442
H 0.0313 -3.9375 1.4934
H -0.0804 -6.2577 2.4006
H -2.1766 -7.5379 2.2174
H -4.1543 -6.5378 1.1382
H -4.0401 -4.2132 0.2775
C 6.9678 -0.7474 -0.8287
C 5.7298 -1.3862 -1.3641
C 5.6153 -1.6452 -2.7289
C 4.4152 -2.0760 -3.2595
C 3.3172 -2.2297 -2.4262
C 3.4350 -2.0685 -1.0561
C 4.6546 -1.6753 -0.5303
S 1.7019 -2.2734 -3.1664
O 1.6253 -3.1923 -4.2564
O 0.7504 -2.5712 -2.0461
N 1.2771 -0.7747 -3.5524
C 2.3127 0.2294 -3.4397
C 2.5665 0.5389 -1.9398
O 3.5884 1.0564 -1.5556
O 1.5877 0.1616 -1.1623
H 7.8542 -1.2805 -1.1635
H 6.9524 -0.7166 0.2563
H 7.0196 0.2753 -1.2039
H 6.4534 -1.4521 -3.3812
H 4.2959 -2.2837 -4.3124
H 2.5689 -2.2301 -0.4210
H 4.7525 -1.5223 0.5342
H 1.9965 1.1461 -3.9443
H 3.2588 -0.0707 -3.9036
F 0.0854 1.8220 -2.7535
C -0.5575 3.0455 -2.6143
C 0.1534 4.0315 -1.9875
F 1.3704 3.7233 -1.5280
C -0.3754 5.3358 -1.7959
C -1.6972 5.5185 -2.2924
C -2.4166 4.5096 -2.8849
F -3.6703 4.7622 -3.2800
C -1.8906 3.2035 -3.0595
C -2.6586 2.1055 -3.5373
C -2.0956 0.8513 -3.4950
N -1.5306 -0.1617 -3.3689
C -4.0075 2.1777 -3.9235
N -5.1170 2.1655 -4.2157
F -2.2739 6.7181 -2.1640
C 0.3572 6.3594 -1.1687
C 1.6837 6.2082 -0.7365
N 2.7715 6.1597 -0.3696
C -0.1448 7.6411 -0.8967
N -0.4785 8.7048 -0.6185
*
```

Output
* energy: -4668.84275 Eh
* LUMO level (alpha / beta): -4.6 / -4.5 eV
* energy relative to the best compared isomer or geometry (same formula, charge and spin): 53.4 kcal per mole
* highest occupied orbital energy (alpha / beta): -7.34 / -7.34 eV
* Kohn-Sham gap (alpha / beta): 2.8 / 2.8 eV

---

Copy entry 3 word for word.
C6H11O | the ωB97M-V functional and the def2-TZVPD basis

The geometry in ORCA input format:
```
! RIJCOSX wB97M-V def2-TZVPD def2/J DEFGRID3
* xyz 1 1
C 3.0449 0.2884 -0.4675
C 1.8931 -0.1736 0.0845
C -1.5733 -0.7250 -0.7276
C -1.8697 0.4664 0.2106
C -0.2026 -1.1222 -0.4592
C -0.4208 1.1786 0.3813
O 0.5758 0.0825 -0.5038
H 3.9929 0.1398 0.0045
H 2.9127 0.8918 -1.3340
H 1.8034 -0.9423 0.7228
H -2.3710 -1.5126 -0.5472
H -1.8662 -0.3245 -1.7323
H -2.6817 1.2571 -0.0817
H -1.9124 0.0386 1.1954
H -0.0987 -1.6586 0.5317
H 0.2252 -1.6538 -1.4038
H -0.2326 2.0624 -0.1879
H -0.0119 1.2123 1.3282
*
```

Output
* energy: -310.07025 Eh
* LUMO level: -3.5 eV
* energy relative to the best compared isomer or geometry (same formula, charge and spin): 46.9 kcal per mole
* highest occupied orbital energy: -14.85 eV
* Kohn-Sham gap: 11.3 eV